Record 1
The following is a DFT calculation (ωB97M-V/def2-TZVPD) of a gas-phase ion, C4H9N3 (charge +2) at a distorted geometry.

Geometry as XYZ:
```
16
Properties=species:S:1:pos:R:3:mulliken_charge:R:1
C -2.472 -0.003 0.230 -0.6668
N -1.177 -0.306 -0.165 0.1139
C -0.647 -1.490 -0.225 0.5429
N 0.595 -1.613 -0.190 -0.2874
N 1.054 -0.248 0.303 0.1847
C 2.415 0.046 0.028 -0.6721
C -0.083 0.633 -0.355 -0.4100
H -2.567 0.938 0.788 0.3376
H -3.030 0.087 -0.783 0.3769
H -3.025 -0.751 0.862 0.3549
H 0.937 -0.086 1.275 0.3728
H 2.789 -0.247 -1.059 0.3472
H 2.403 1.178 -0.084 0.3474
H 3.058 -0.665 0.610 0.3580
H 0.094 0.915 -1.383 0.3217
H -0.342 1.614 0.150 0.3784
```

Its net charge is +2. The energy relative to the best compared isomer or geometry (same formula, charge and spin) comes out at 168.6 kcal per mole. The HOMO energy (spin up / spin down) is -0.7896 / -0.7869 hartree. The calculation puts the orbital gap (spin up / spin down) at 8.77 / 7.78 eV. The electronic energy is -321.13166 hartree.

---

Record 2
The following is a DFT calculation (ωB97M-V/def2-TZVPD) of a gas-phase ion, C4H9N3 (charge +2) at a distorted geometry.

Geometry as XYZ:
```
16
Properties=species:S:1:pos:R:3:mulliken_charge:R:1
C 2.370 -0.235 -0.052 0.0687
C 0.613 1.382 0.049 -0.2643
C -1.374 -0.072 0.412 0.3207
C -2.526 -0.717 -0.095 -0.9996
N 1.770 -1.215 -0.634 -0.1406
N 1.885 1.088 0.018 -0.1019
N -0.458 0.566 -0.351 -0.1726
H 3.147 -0.408 0.679 0.4155
H 0.398 2.426 0.278 0.4557
H -1.268 -0.300 1.472 0.3966
H -2.803 -0.941 -1.085 0.3853
H -3.365 -0.309 0.502 0.3820
H -2.530 -1.632 0.516 0.3497
H 2.233 -2.102 -0.528 0.3266
H 2.476 1.895 0.132 0.2994
H -0.569 0.576 -1.313 0.2788
```

Its net charge is +2. The energy relative to the best compared isomer or geometry (same formula, charge and spin) comes out at 22.5 kcal per mole. Its multiplicity is 3. The HOMO energy (spin up / spin down) is -0.6180 / -0.7781 hartree. The calculation puts the orbital gap (spin up / spin down) at 7.60 / 7.93 eV. The electronic energy is -321.21127 hartree.

---

Record 3
The following is a DFT calculation (ωB97M-V/def2-TZVPD) of a single C4H9N3O molecule at a distorted geometry.

Geometry as XYZ:
```
17
Properties=species:S:1:pos:R:3:mulliken_charge:R:1
H -2.727 0.829 2.236 0.2261
N -2.395 0.127 1.578 -0.7205
C -1.121 0.185 1.502 0.8864
N -0.376 1.193 2.024 -0.5351
N -0.412 -1.023 1.078 -0.5940
C 0.087 -0.850 -0.082 0.7093
C 0.894 -1.855 -0.838 -1.1509
O -0.151 0.415 -0.640 -0.3605
C 0.654 0.924 -1.709 -0.7575
H 0.597 1.136 1.753 0.2324
H -0.866 2.071 2.115 0.2266
H 1.934 -1.820 -0.499 0.2779
H 0.867 -1.690 -1.916 0.3412
H 0.484 -2.852 -0.648 0.3325
H 1.720 0.807 -1.496 0.3303
H 0.375 0.415 -2.636 0.2797
H 0.436 1.989 -1.822 0.2763
```

Its net charge is 0. The energy relative to the best compared isomer or geometry (same formula, charge and spin) comes out at 39.7 kcal per mole. The HOMO energy is -0.3205 hartree. The calculation puts the orbital gap at 9.35 eV. The electronic energy is -397.28739 hartree.

---

Record 4
The following is a DFT calculation (ωB97M-V/def2-TZVPD) of a single C4H9N3O molecule at a distorted geometry.

Geometry as XYZ:
```
17
Properties=species:S:1:pos:R:3:mulliken_charge:R:1
H 4.329 0.270 0.031 0.2672
N 3.659 -0.550 0.327 -0.5893
C 2.489 -0.119 -0.104 0.2024
N 1.323 -1.011 -0.128 -0.6622
C 0.228 -0.402 -0.090 0.7074
N -0.974 -0.947 -0.591 -0.1997
C -1.998 -1.038 0.478 -0.7652
O 0.206 0.756 0.555 -0.3258
C -0.635 1.637 -0.196 -0.7448
H 2.181 0.905 -0.553 0.1785
H -0.806 -1.784 -1.043 0.2864
H -2.908 -1.463 -0.035 0.3265
H -1.924 -1.958 1.379 0.2477
H -2.344 -0.064 0.961 0.2239
H -0.261 2.796 -0.159 0.2388
H -0.793 1.215 -1.160 0.4248
H -1.772 1.758 0.329 0.1832
```

Its net charge is 0. The energy relative to the best compared isomer or geometry (same formula, charge and spin) comes out at 93.9 kcal per mole. The HOMO energy is -0.3477 hartree. The calculation puts the orbital gap at 10.18 eV. The electronic energy is -397.20105 hartree.

---

Record 5
The following is a DFT calculation (ωB97M-V/def2-TZVPD) of 2 unconnected molecules or ions with the total composition C4H9N3O at a distorted geometry.

Geometry as XYZ:
```
17
Properties=species:S:1:pos:R:3:mulliken_charge:R:1
H 0.714 2.128 1.416 0.3159
N 1.376 1.987 0.636 -0.6556
C 0.957 1.010 -0.072 -0.1394
C -0.729 0.586 0.110 0.9706
C -1.475 0.766 -1.177 -1.3224
O -1.181 0.784 1.227 -0.6269
H 1.483 0.734 -1.001 0.3774
H -1.173 0.038 -1.932 0.3526
H -1.323 1.775 -1.555 0.3367
H -2.543 0.626 -0.971 0.3462
H 2.427 -1.775 -0.485 0.2328
N 2.134 -1.490 0.447 -0.5083
C 0.892 -1.281 0.601 0.0156
N -0.518 -1.492 0.390 -0.5359
H 0.862 -1.049 1.671 0.2776
H -1.071 -1.625 1.241 0.3138
H -0.835 -1.722 -0.546 0.2495
```

Its net charge is 0. The energy relative to the best compared isomer or geometry (same formula, charge and spin) comes out at 112.2 kcal per mole. The HOMO energy is -0.3308 hartree. The calculation puts the orbital gap at 9.51 eV. The electronic energy is -397.17183 hartree.

---

Record 6
The following is a DFT calculation (ωB97M-V/def2-TZVPD) of a molecular structure, C4H9N3O at a distorted geometry.

Geometry as XYZ:
```
17
Properties=species:S:1:pos:R:3:mulliken_charge:R:1
C 0.838 -0.189 -2.036 -1.3997
C -0.096 0.742 0.707 -0.1024
C -1.314 0.373 0.818 0.2677
C 0.964 -0.462 -0.521 0.9706
N 0.856 1.279 1.493 -0.3758
N -2.588 0.576 1.091 -0.3914
N 0.083 -1.593 -0.172 -0.5344
O 2.159 -0.459 -0.111 -0.7433
H 1.787 1.324 1.087 0.2205
H 0.714 1.549 2.453 0.1772
H -3.049 1.432 0.806 0.2316
H -3.067 -0.019 1.754 0.2364
H -0.123 -2.255 -0.911 0.1792
H 0.290 -1.897 0.776 0.2275
H -0.190 -0.046 -2.373 0.3380
H 1.449 0.674 -2.293 0.3321
H 1.286 -1.030 -2.567 0.3663
```

Its net charge is 0. The energy relative to the best compared isomer or geometry (same formula, charge and spin) comes out at 111.0 kcal per mole. The HOMO energy is -0.2818 hartree. The calculation puts the orbital gap at 8.04 eV. The electronic energy is -397.17374 hartree.

---

Record 7
The following is a DFT calculation (ωB97M-V/def2-TZVPD) of 2 unconnected molecules or ions with the total composition C4H9N3O at a distorted geometry.

Geometry as XYZ:
```
17
Properties=species:S:1:pos:R:3:mulliken_charge:R:1
C 1.605 -0.381 -0.070 0.5226
C -0.115 1.131 -0.353 -0.3026
C -1.657 1.088 -0.338 -0.6315
C -1.822 -0.205 0.774 -0.3242
H 2.183 -2.649 -0.480 0.3538
H 0.973 -1.847 1.157 0.2837
H 3.030 -0.301 -1.440 0.1912
H 0.262 2.118 0.284 0.2300
H 0.419 1.119 -1.444 0.2920
H -2.111 0.960 -1.290 0.3534
H -1.836 1.928 0.388 0.2507
H -2.522 -1.173 0.638 0.2644
H -2.078 0.458 1.771 0.2009
N 1.523 -1.675 0.333 -0.5175
N 2.177 0.093 -1.156 -0.6666
N 0.411 0.217 0.595 -0.1289
O -0.441 -0.881 0.631 -0.3714
```

Its net charge is 0. The energy relative to the best compared isomer or geometry (same formula, charge and spin) comes out at 190.9 kcal per mole. The HOMO energy is -0.3214 hartree. The calculation puts the orbital gap at 9.13 eV. The electronic energy is -397.04639 hartree.

---

Record 8
The following is a DFT calculation (ωB97M-V/def2-TZVPD) of a single C4H9N3O molecule at a distorted geometry.

Geometry as XYZ:
```
17
Properties=species:S:1:pos:R:3:mulliken_charge:R:1
C -2.282 -0.129 -0.766 -0.7706
C -1.767 -1.063 0.106 -0.0608
N -0.467 -1.189 0.559 -0.1154
C 0.675 -0.569 0.073 0.5530
N 1.816 -1.179 0.075 -0.4466
N 2.944 -0.453 -0.325 -0.5012
O 0.448 0.742 -0.386 -0.4487
C 0.138 1.724 0.578 -0.7613
H -1.576 0.587 -1.163 0.2650
H -3.359 -0.236 -1.119 0.2330
H -2.518 -1.703 0.576 0.2961
H -0.322 -1.985 1.200 0.2662
H 3.397 -1.010 -1.058 0.2568
H 2.641 0.423 -0.730 0.2666
H 1.036 2.018 1.097 0.3331
H -0.216 2.582 0.016 0.2508
H -0.589 1.440 1.266 0.3840
```

Its net charge is 0. The energy relative to the best compared isomer or geometry (same formula, charge and spin) comes out at 72.5 kcal per mole. The HOMO energy is -0.2893 hartree. The calculation puts the orbital gap at 8.83 eV. The electronic energy is -397.23509 hartree.

---

What did the second record say?
The following is a DFT calculation (ωB97M-V/def2-TZVPD) of a gas-phase ion, C4H9N3 (charge +2) at a distorted geometry.

Geometry as XYZ:
```
16
Properties=species:S:1:pos:R:3:mulliken_charge:R:1
C 2.370 -0.235 -0.052 0.0687
C 0.613 1.382 0.049 -0.2643
C -1.374 -0.072 0.412 0.3207
C -2.526 -0.717 -0.095 -0.9996
N 1.770 -1.215 -0.634 -0.1406
N 1.885 1.088 0.018 -0.1019
N -0.458 0.566 -0.351 -0.1726
H 3.147 -0.408 0.679 0.4155
H 0.398 2.426 0.278 0.4557
H -1.268 -0.300 1.472 0.3966
H -2.803 -0.941 -1.085 0.3853
H -3.365 -0.309 0.502 0.3820
H -2.530 -1.632 0.516 0.3497
H 2.233 -2.102 -0.528 0.3266
H 2.476 1.895 0.132 0.2994
H -0.569 0.576 -1.313 0.2788
```

Its net charge is +2. The energy relative to the best compared isomer or geometry (same formula, charge and spin) comes out at 22.5 kcal per mole. Its multiplicity is 3. The HOMO energy (spin up / spin down) is -0.6180 / -0.7781 hartree. The calculation puts the orbital gap (spin up / spin down) at 7.60 / 7.93 eV. The electronic energy is -321.21127 hartree.